Entry 1:
Here is a structure of composition C7H18N9OOsPS from the Open Molecules 2025 dataset. Energies are from ωB97M-V with the def2-TZVPD basis set.

Summary:
DFT total energy	-1674.072308	Eh
charge	+4
spin multiplicity	1

Geometry (Å):
Os 0.292 0.099 -0.366
C 2.815 -1.018 4.192
C 3.055 -1.318 2.761
N 4.000 -2.051 2.266
N 3.822 -2.088 0.921
C 2.788 -1.388 0.541
S 2.099 -0.959 -1.036
N 2.276 -0.875 1.675
N 1.089 -0.098 1.612
H 3.780 -0.952 4.695
H 2.238 -1.821 4.654
H 2.297 -0.067 4.333
H 4.481 -2.623 0.356
H 1.265 0.803 2.076
H 0.373 -0.568 2.182
N 0.389 5.234 -0.547
N 0.580 3.996 -0.898
N 1.159 3.726 -2.098
C 1.176 2.434 -2.128
N 0.611 1.916 -0.979
N 0.252 2.972 -0.193
H 0.705 5.945 -1.203
H 0.016 5.426 0.378
H 1.586 1.855 -2.944
C -2.157 -2.315 -2.504
P -2.785 -1.184 -1.293
C -3.662 0.184 -1.994
C -3.657 -1.979 0.021
O -1.439 -0.471 -0.548
H -3.028 -2.764 -3.002
H -1.595 -3.127 -2.041
H -1.574 -1.800 -3.268
H -4.661 -0.187 -2.262
H -3.177 0.543 -2.902
H -3.797 0.983 -1.264
H -4.586 -2.370 -0.418
H -3.932 -1.270 0.804
H -3.096 -2.823 0.422

***

Entry 2:
Here is an isolated molecule of C7H18NOP in a non-equilibrium geometry from the Open Molecules 2025 dataset. Energies are from ωB97M-V with the def2-TZVPD basis set.

Summary:
DFT total energy	-748.803036	Eh
charge	0
structure (SMILES)	CO[P@@](C)(=N)[C@H](C)C(C)C
spin multiplicity	1

Geometry (Å):
C -1.684 -2.100 -1.291
C -1.931 -0.526 0.710
C -0.435 0.740 -1.799
C 0.779 2.193 2.208
C 2.909 0.556 -0.089
C -0.916 -1.359 -0.239
C 0.127 -0.412 -0.836
N 1.701 -0.876 1.686
O 0.490 1.782 0.907
P 1.263 0.125 0.557
H -0.990 -2.654 -1.989
H -2.422 -2.927 -0.975
H -2.245 -1.399 -1.972
H -2.617 0.069 0.193
H -1.181 0.126 1.287
H -2.386 -1.233 1.329
H -1.547 0.735 -1.870
H -0.102 1.602 -1.189
H -0.016 0.843 -2.805
H 1.484 1.474 2.845
H -0.107 2.263 2.773
H 1.206 3.160 2.080
H 3.245 1.008 0.834
H 3.486 -0.275 -0.473
H 2.935 1.492 -0.667
H -0.350 -2.071 0.328
H 0.814 -1.093 -1.515
H 0.905 -1.378 2.094

***

Entry 3:
Here is a structure of composition C7H18O3Tl in a non-equilibrium geometry from the Open Molecules 2025 dataset. Energies are from ωB97M-V with the def2-TZVPD basis set.

Summary:
DFT total energy	-675.208402	Eh
charge	+1
spin multiplicity	1

Geometry (Å):
Tl 8.214 -12.140 -11.612
C 4.293 -12.635 -14.768
C 5.741 -12.204 -14.636
O 6.182 -11.718 -13.489
H 4.205 -13.087 -15.761
H 3.610 -11.787 -14.772
H 4.006 -13.414 -14.063
H 5.984 -11.542 -15.507
H 6.396 -13.075 -14.928
C 11.296 -9.289 -8.714
C 10.775 -10.728 -8.892
O 9.715 -10.838 -9.676
H 10.587 -8.765 -8.075
H 11.182 -8.871 -9.720
H 12.334 -9.169 -8.428
H 10.603 -11.206 -7.908
H 11.629 -11.327 -9.312
C 11.665 -10.276 -14.712
C 11.142 -10.002 -13.311
C 11.244 -8.529 -12.898
O 9.778 -10.456 -13.216
H 10.973 -9.889 -15.460
H 11.775 -11.355 -14.834
H 12.660 -9.853 -14.833
H 11.689 -10.550 -12.543
H 11.314 -8.417 -11.822
H 10.387 -7.968 -13.282
H 12.083 -8.059 -13.412
H 9.244 -10.157 -13.960

***

LUMO energy across the listed records, respectively: -16.087, 0.915, -8.793 eV.
Energy relative to the best compared isomer or geometry (same formula, charge and spin) across the listed records, respectively: 0.249, 1.747, 0.309 eV.
E_HOMO across the listed records, respectively: -22.44, -9.47, -11.63 eV.